No. 1
The following is a quantum chemistry calculation of 2 unconnected molecules or ions with the total composition C5H15N3 in a non-equilibrium geometry, from OMol25.

Each line ends with the Löwdin charge.
Atoms and positions in Å:
1 N 1.8610 2.5162 2.2599  0.0051
2 C 1.8291 1.3181 1.4973  -0.2207
3 C 1.6494 0.1320 2.0622  -0.2208
4 N 1.7210 -1.1312 1.3847  -0.0036
5 H 0.9541 2.9550 2.3356  0.0693
6 H 2.4699 3.1851 1.8118  0.0641
7 H 2.0156 1.3734 0.4266  0.1029
8 H 1.4838 0.0286 3.1345  0.1024
9 H 0.8124 -1.5829 1.3806  0.0468
10 H 2.3481 -1.7594 1.8642  0.0641
11 C -0.7526 -0.6928 -0.5497  -0.0977
12 C -1.6512 -0.2832 -1.7288  -0.5136
13 C -1.1783 -0.9251 -3.0249  -0.0895
14 N -3.0629 -0.6143 -1.4895  0.0206
15 H 0.2002 -0.1884 -0.6950  0.0613
16 H -1.2110 -0.3394 0.3713  0.0755
17 H -0.6006 -1.7733 -0.5425  0.0770
18 H -1.5703 0.8025 -1.8150  0.1178
19 H -1.8182 -0.6714 -3.8692  0.0737
20 H -0.1500 -0.6626 -3.2941  0.0763
21 H -1.0991 -2.0073 -2.8758  0.0771
22 H -3.1894 -1.0532 -0.5844  0.0560
23 H -3.4204 -1.2792 -2.1632  0.0559

Properties
E_LUMO: 1.0 eV
SMILES string: N/C=C/N.CC(C)N
Kohn-Sham gap: 9.85 eV
Maximum force: 1.14 eV Å⁻¹
E: -9897.575 eV
Energy relative to the best compared isomer or geometry (same formula, charge and spin): 36.4 kcal/mol


No. 2
The following is a quantum chemistry calculation of a molecular structure, C6H10, from OMol25.

Each line ends with the Löwdin charge.
Atoms and positions in Å:
1 C 1.9483 -0.2386 0.2503  -0.0410
2 C 0.4933 0.0755 0.0230  -0.5282
3 C -0.0243 1.4820 0.0178  -0.1296
4 C -0.4201 0.5685 1.1442  -0.0085
5 C -1.7230 -0.4751 -0.0163  -0.0649
6 C -0.4254 -0.8610 -0.7281  -0.1632
7 H 2.3766 0.4554 0.9818  0.0813
8 H 2.5287 -0.1593 -0.6776  0.0803
9 H 2.0689 -1.2544 0.6458  0.0786
10 H 0.6787 2.2483 0.3435  0.1048
11 H -0.7120 1.8244 -0.7539  0.1042
12 H -1.4939 0.0592 1.2117  0.0627
13 H -2.2857 -1.3094 0.4116  0.1008
14 H -2.3816 0.2301 -0.5232  0.0969
15 H -0.4541 -0.7409 -1.8186  0.1121
16 H -0.1747 -1.9048 -0.5118  0.1137

Properties
E_LUMO: 1.0 eV
Kohn-Sham gap: 9.02 eV
Maximum force: 0.19 eV Å⁻¹
E: -6379.187 eV
Energy relative to the best compared isomer or geometry (same formula, charge and spin): 107.8 kcal/mol


No. 3
The following is a quantum chemistry calculation of a molecular structure, C7H14N in a non-equilibrium geometry, from OMol25.

Each line ends with the Löwdin charge.
Atoms and positions in Å:
1 C -1.0713 0.1713 1.7048  0.1444
2 C 0.2060 0.7090 1.8097  0.0568
3 C -0.9222 -0.1799 0.2610  -0.4867
4 C 0.3163 0.7269 0.4265  -0.1370
5 C -0.6518 -1.6435 0.1222  -0.0287
6 C -2.0670 0.2884 -0.7054  0.0229
7 C 0.6807 1.7131 -0.5927  0.0316
8 N 2.2665 -0.8459 -0.0413  0.0989
9 H -1.9229 0.1409 2.3977  0.1609
10 H 0.8026 1.0961 2.5863  0.1207
11 H -1.6031 -2.1415 0.2591  0.0978
12 H -0.0405 -1.7875 1.0088  0.0883
13 H -0.2141 -1.8873 -0.8532  0.1051
14 H -2.7174 -0.5259 -0.7390  0.0725
15 H -1.5971 0.4562 -1.6327  0.0693
16 H -2.3856 1.3108 -0.4919  0.1011
17 H 1.4077 2.2426 -0.1877  0.0497
18 H -0.1232 2.4255 -0.8089  0.1353
19 H 0.8273 0.9633 -1.4123  0.1316
20 H 2.9397 -0.2513 0.4451  0.0713
21 H 2.2860 -0.7227 -1.0150  0.0263
22 H 2.5793 -1.8095 0.0266  0.0679

Properties
E_LUMO: -5.0 eV
Kohn-Sham gap: 9.44 eV
Maximum force: 4.89 eV Å⁻¹
Total charge: +1
E: -8966.224 eV
Energy relative to the best compared isomer or geometry (same formula, charge and spin): 65.8 kcal/mol